This record from OMol25 describes a structure of composition C23H21AlCl5N9STe. The level of theory is ωB97M-V/def2-TZVPD.

```
! wB97M-V def2-TZVPD RIJCOSX def2/J DEFGRID3
* xyz 0 1
C 2.495 -0.028 1.149
Te -0.513 -2.460 0.502
Cl 2.633 -0.019 -5.024
C 1.299 0.355 -2.691
N 1.198 0.254 1.281
N -4.280 1.725 -0.207
C -4.886 -2.076 0.514
C -1.435 1.344 3.735
C -3.538 -1.978 0.839
C 2.204 0.875 -3.614
S -2.197 0.558 -1.400
H -6.336 -2.868 -0.858
H -5.800 3.419 -2.736
C 3.441 -2.852 -2.179
N 3.162 -4.131 -1.952
H 2.854 -5.900 -0.045
Cl 3.862 2.808 -4.520
C -5.101 3.321 -1.902
H 1.085 0.922 4.558
C 0.704 0.610 2.476
H -4.123 3.681 -2.225
C -3.026 1.263 -0.060
C 0.959 1.012 -1.504
N 2.664 -2.872 -0.204
N 3.138 -2.067 -1.134
H -4.644 2.192 0.610
Cl 0.550 -1.179 -3.041
H -1.055 2.279 4.156
H 1.842 -4.866 0.825
Al -0.252 0.044 -0.172
N 2.164 -5.164 -0.084
H -5.455 3.961 -1.090
C 1.508 0.648 3.600
C -2.576 -2.593 0.042
H -2.240 -3.803 -1.702
C 2.424 2.830 -2.231
H 3.852 -2.488 -3.107
C -0.721 0.989 2.477
H -1.294 0.555 4.478
C -5.018 1.868 -1.453
H -5.627 -1.593 1.141
N -2.553 1.378 1.185
C 2.766 2.127 -3.381
C 1.537 2.259 -1.320
Cl 1.103 3.183 0.097
H 2.828 -0.297 0.153
C -2.981 -3.322 -1.075
C -5.286 -2.796 -0.605
H -6.018 1.456 -1.311
H 4.409 -0.218 2.084
H 3.503 0.365 4.336
H -3.239 -1.411 1.712
C -4.331 -3.423 -1.396
H -2.493 1.460 3.527
H -4.634 -3.992 -2.268
H -4.515 1.269 -2.204
C 2.854 0.341 3.470
N 2.698 -4.066 -0.728
C 3.361 0.009 2.225
N -1.273 0.976 1.314
Cl 3.110 4.384 -1.938
*
```

Properties
LUMO level	-0.021	hartree
Kohn-Sham gap	6.87	eV

These are the Mulliken partial charges, in e, on atoms 1 to 4: C -0.0579; Te 0.0272; Cl -0.1717; C 0.7594

***

This record from OMol25 describes a structure of composition C8F9N2ORuS2Te4. The level of theory is ωB97M-V/def2-TZVPD.

```
! wB97M-V def2-TZVPD RIJCOSX def2/J DEFGRID3
* xyz -1 5
F -2.351 0.816 0.287
Te -4.546 -4.335 -2.646
F 0.695 3.086 -1.281
Te -2.282 -0.867 -3.396
F -2.633 2.785 1.170
F -0.267 4.380 1.148
C 1.835 -2.344 0.325
S 1.689 -1.386 -1.111
C -0.450 2.556 -0.880
S 0.363 -2.124 1.166
C 2.917 -3.098 0.698
F -0.695 1.496 -1.725
F -1.768 1.195 2.333
C 0.274 3.182 1.454
C -0.369 2.048 0.599
F 0.085 2.980 2.758
Ru -0.301 -0.617 -0.435
C 2.901 -3.828 1.921
N 5.012 -3.218 -0.797
F -1.426 3.427 -1.112
O 0.388 0.923 0.714
C -1.799 1.747 1.132
C 4.075 -3.168 -0.128
N 2.872 -4.412 2.914
F 1.583 3.253 1.238
Te -1.750 -2.590 -1.374
Te -4.053 -1.887 -4.973
*
```

Properties
energy above the lowest of the compared OMol25 structures with the same formula, charge and spin	0.0000	eV
LUMO level (alpha / beta)	0.054 / 0.001	hartree
Kohn-Sham gap (alpha / beta)	6.65 / 5.53	eV

These are the Mulliken partial charges, in e, on atoms 1 to 4: F -0.2114; Te -0.1449; F -0.2651; Te 0.0555

***

This record from OMol25 describes a cluster of 2 separate species, C6H14NO in total in a non-equilibrium geometry. The level of theory is ωB97M-V/def2-TZVPD.

```
! wB97M-V def2-TZVPD RIJCOSX def2/J DEFGRID3
* xyz -1 1
H -0.098 -0.165 1.348
H 0.165 -0.748 -1.657
C -3.814 -0.352 0.545
C -3.788 0.868 -0.252
H -4.564 1.554 0.063
H -1.277 -0.460 -0.765
H -2.898 0.773 0.523
N 1.807 -0.309 0.705
H -4.350 -0.277 1.507
C 2.709 0.429 -0.130
H 4.748 -0.057 -0.774
C -0.271 -0.880 -0.660
O -3.312 -1.408 0.253
H 0.301 1.044 0.050
C 4.146 -0.086 0.139
H 2.690 1.501 0.179
H -3.546 0.754 -1.295
H 2.499 0.336 -1.220
H 4.018 -1.080 0.568
H -0.264 -1.941 -0.417
C 0.448 -0.017 0.392
H 4.648 0.521 0.897
*
```

Properties
energy above the lowest of the compared OMol25 structures with the same formula, charge and spin	3.4442	eV
LUMO level	0.116	hartree
Kohn-Sham gap	4.18	eV

These are the Mulliken partial charges, in e, on atoms 1 to 4: H 0.2111; H 0.2851; C 0.0760; C -0.7312